The following is a quantum chemistry calculation of C16H20N4OS in the gas phase at a distorted geometry, from the Open Molecules 2025 dataset.

The HOMO energy comes out at -8.469 eV. The calculation puts the energy above the lowest of the compared OMol25 structures with the same formula, charge and spin at 19.62 kcal/mol. Its total charge is 0. As for the SMILES: CCN(C(=O)C1CCCCC1)c1nnc(-c2cccnc2)s1. The frontier orbital gap comes out at 8.7 eV.

Each line ends with the natural charge from an NBO analysis.
Positions of all 42 atoms, in Å:
C 2.86841 -0.45769 -1.30345  -0.62
C 1.54219 -1.20653 -1.38984  -0.21
N 0.48352 -0.50798 -0.67281  -0.45
C -0.09125 -0.87169 0.52184  0.72
O -0.91317 -0.13980 1.04202  -0.61
C 0.31327 -2.18239 1.16304  -0.31
C 1.58871 -1.97895 1.99338  -0.39
C 1.98143 -3.27751 2.69191  -0.39
C 0.84977 -3.77066 3.58733  -0.40
C -0.42318 -3.96701 2.77036  -0.40
C -0.81760 -2.66931 2.07468  -0.39
C 0.04699 0.64916 -1.27236  0.21
N 0.47999 1.04655 -2.42904  -0.32
N -0.07851 2.16945 -2.84077  -0.25
C -0.94536 2.66608 -2.01926  0.01
C -1.67579 3.88550 -2.26451  -0.15
C -2.61386 4.37622 -1.35625  -0.15
C -3.27938 5.55151 -1.65254  -0.25
C -2.98372 6.19473 -2.84610  0.04
N -2.09561 5.73943 -3.71587  -0.41
C -1.46050 4.62114 -3.43684  0.08
S -1.14781 1.69423 -0.55889  0.43
H 2.78382 0.50040 -1.80742  0.24
H 3.15546 -0.28671 -0.26836  0.20
H 3.64464 -1.04071 -1.79081  0.22
H 1.23758 -1.27044 -2.43778  0.23
H 1.64872 -2.21087 -0.98601  0.21
H 0.49051 -2.94426 0.39868  0.21
H 1.39937 -1.20427 2.73962  0.21
H 2.40874 -1.64203 1.35731  0.21
H 2.88285 -3.11191 3.28496  0.21
H 2.21010 -4.03886 1.94184  0.19
H 0.66492 -3.03641 4.37413  0.20
H 1.13622 -4.70958 4.06474  0.21
H -0.25910 -4.74793 2.02332  0.19
H -1.23644 -4.29385 3.42029  0.21
H -1.03154 -1.89820 2.81593  0.22
H -1.72307 -2.81830 1.48299  0.21
H -2.81109 3.83946 -0.43870  0.22
H -4.01125 5.96022 -0.97313  0.22
H -3.47755 7.11680 -3.12302  0.19
H -0.74146 4.27298 -4.16460  0.21

Forces on atoms 1 to 6 (eV/Å):
C -0.14 -0.06 -0.02
C 0.47 -0.15 -0.14
N -0.03 -0.06 -0.01
C 0.10 -0.44 0.01
O -0.05 -0.11 0.29
C -0.20 0.18 0.27